{
  "formula": "C48H72AsF6O36Pt",
  "method": "ωB97M-V/def2-TZVPD",
  "lumo_energy_ev": [-1.8, -2.4],
  "multiplicity": 3,
  "total_charge": 1,
  "energy_ha": -7534.986861,
  "gap_ev": [9.620, 8.489],
  "e_homo_ev": [-11.40, -10.88],
  "symbols": ["Pt", "As", "F", "F", "F", "F", "F", "F", "C", "C", "C", "O", "C", "O", "O", "H", "H", "H", "H", "H", "H", "C", "C", "C", "O", "C", "O", "O", "H", "H", "H", "H", "H", "H", "C", "C", "C", "O", "C", "O", "O", "H", "H", "H", "H", "H", "H", "C", "C", "C", "O", "C", "O", "O", "H", "H", "H", "H", "H", "H", "C", "C", "C", "O", "C", "O", "O", "H", "H", "H", "H", "H", "H", "C", "C", "C", "O", "C", "O", "O", "H", "H", "H", "H", "H", "H", "C", "C", "C", "O", "C", "O", "O", "H", "H", "H", "H", "H", "H", "C", "C", "C", "O", "C", "O", "O", "H", "H", "H", "H", "H", "H", "C", "C", "C", "O", "C", "O", "O", "H", "H", "H", "H", "H", "H", "C", "C", "C", "O", "C", "O", "O", "H", "H", "H", "H", "H", "H", "C", "C", "C", "O", "C", "O", "O", "H", "H", "H", "H", "H", "H", "C", "C", "C", "O", "C", "O", "O", "H", "H", "H", "H", "H", "H"],
  "coordinates": [[-9.668, -2.960, 19.319], [-9.931, 0.319, 21.367], [-10.383, 1.266, 19.897], [-9.644, -1.204, 20.441], [-9.480, -0.574, 22.907], [-10.188, 1.795, 22.416], [-11.657, -0.225, 21.577], [-8.229, 0.768, 21.125], [-15.013, -6.744, 19.961], [-13.755, -6.870, 19.072], [-13.715, -5.927, 17.947], [-12.521, -5.285, 17.972], [-11.838, -5.580, 19.048], [-10.784, -5.122, 19.393], [-12.544, -6.526, 19.725], [-15.016, -5.788, 20.485], [-15.045, -7.497, 20.748], [-15.967, -6.870, 19.450], [-13.721, -7.889, 18.688], [-14.564, -5.248, 17.876], [-13.802, -6.506, 17.028], [-5.154, -6.711, 21.417], [-6.535, -6.231, 22.084], [-6.476, -5.280, 23.304], [-7.407, -4.303, 22.942], [-7.867, -4.534, 21.700], [-8.791, -3.852, 21.203], [-7.249, -5.493, 21.102], [-5.221, -7.229, 20.461], [-4.528, -7.320, 22.069], [-4.693, -5.763, 21.138], [-7.184, -7.058, 22.372], [-5.472, -4.896, 23.484], [-6.714, -5.852, 24.201], [-2.952, -3.912, 19.702], [-3.656, -2.558, 19.398], [-4.274, -2.430, 18.040], [-5.651, -2.138, 18.288], [-5.939, -2.238, 19.569], [-7.070, -2.010, 20.001], [-4.776, -2.542, 20.198], [-3.608, -4.783, 19.677], [-2.558, -3.891, 20.718], [-2.121, -4.014, 19.005], [-3.119, -1.628, 19.584], [-4.246, -3.417, 17.579], [-3.645, -1.679, 17.562], [-9.136, -5.284, 26.565], [-8.810, -3.886, 25.992], [-9.884, -3.188, 25.262], [-9.914, -1.913, 25.828], [-9.137, -1.850, 26.862], [-8.995, -0.828, 27.600], [-8.585, -3.052, 27.104], [-8.367, -5.595, 27.272], [-9.198, -6.014, 25.758], [-10.125, -5.368, 27.016], [-7.932, -3.971, 25.351], [-10.783, -3.781, 25.429], [-9.718, -3.168, 24.185], [-6.471, 0.227, 25.238], [-6.366, -0.865, 24.147], [-5.795, -0.538, 22.767], [-4.517, -1.114, 22.821], [-4.437, -2.015, 23.734], [-3.504, -2.854, 23.926], [-5.507, -1.922, 24.541], [-7.301, 0.884, 24.979], [-5.578, 0.838, 25.373], [-6.789, -0.157, 26.207], [-7.324, -1.356, 23.974], [-5.842, 0.537, 22.596], [-6.508, -1.046, 22.117], [-10.831, 2.572, 16.749], [-9.893, 1.542, 16.040], [-8.433, 1.729, 16.465], [-8.106, 0.493, 17.046], [-9.085, -0.302, 17.204], [-8.981, -1.406, 17.785], [-10.200, 0.288, 16.665], [-10.572, 2.734, 17.795], [-11.887, 2.306, 16.708], [-10.592, 3.535, 16.299], [-10.074, 1.489, 14.967], [-8.330, 2.509, 17.219], [-7.824, 1.887, 15.575], [-16.023, -1.789, 19.382], [-15.029, -1.882, 18.169], [-14.490, -0.543, 17.789], [-13.117, -0.679, 17.731], [-12.790, -1.884, 18.258], [-11.646, -2.337, 18.407], [-13.854, -2.598, 18.537], [-15.659, -1.292, 20.282], [-16.333, -2.790, 19.683], [-16.903, -1.237, 19.051], [-15.555, -2.317, 17.319], [-14.757, 0.192, 18.548], [-14.970, -0.334, 16.833], [-5.894, -2.980, 14.106], [-6.974, -1.976, 14.483], [-6.474, -0.558, 14.518], [-7.449, 0.228, 13.832], [-8.306, -0.630, 13.294], [-9.273, -0.285, 12.599], [-7.840, -1.842, 13.421], [-5.152, -2.709, 13.355], [-6.384, -3.922, 13.860], [-5.308, -3.242, 14.986], [-7.415, -2.325, 15.416], [-5.500, -0.418, 14.049], [-6.411, -0.146, 15.525], [-14.668, -1.733, 23.940], [-13.830, -2.959, 23.681], [-14.335, -4.011, 22.643], [-13.329, -3.968, 21.638], [-12.366, -3.123, 21.953], [-11.319, -2.965, 21.318], [-12.609, -2.516, 23.083], [-14.652, -1.018, 23.118], [-14.347, -1.227, 24.851], [-15.703, -1.955, 24.201], [-13.533, -3.515, 24.571], [-15.240, -3.628, 22.170], [-14.502, -5.019, 23.023], [-6.721, -7.219, 15.419], [-6.921, -6.970, 16.892], [-5.637, -6.403, 17.496], [-6.013, -5.265, 18.212], [-7.388, -5.058, 17.944], [-8.109, -4.121, 18.361], [-7.892, -5.965, 17.104], [-7.410, -7.824, 14.830], [-5.783, -7.743, 15.238], [-6.515, -6.275, 14.915], [-7.285, -7.847, 17.427], [-4.906, -6.037, 16.775], [-5.122, -7.101, 18.156], [-9.206, -12.201, 20.357], [-8.215, -11.014, 20.422], [-7.340, -10.675, 19.226], [-7.444, -9.248, 19.155], [-8.453, -8.856, 19.878], [-9.002, -7.729, 19.922], [-9.000, -9.864, 20.498], [-8.713, -13.103, 20.721], [-9.694, -12.398, 19.403], [-9.942, -12.022, 21.141], [-7.589, -11.121, 21.308], [-7.778, -11.096, 18.321], [-6.299, -10.985, 19.304], [-11.735, -3.051, 12.690], [-11.707, -4.084, 13.827], [-10.649, -5.159, 13.640], [-10.017, -5.221, 14.842], [-10.434, -4.146, 15.578], [-10.019, -3.785, 16.656], [-11.217, -3.364, 14.902], [-10.885, -2.381, 12.558], [-12.486, -2.291, 12.906], [-12.024, -3.593, 11.790], [-12.709, -4.458, 14.035], [-9.999, -4.764, 12.860], [-11.205, -6.027, 13.288]],
  "mulliken_charge": [4.62, 1.66, -0.46, -0.27, -0.59, -0.51, -0.47, -0.49, -1.31, 0.62, -0.62, 0.07, -0.09, -0.59, -0.36, 0.08, 0.39, 0.39, 0.33, 0.09, 0.36, -1.25, 0.27, -0.45, 0.32, -0.96, -0.73, 0.47, -0.04, 0.54, 0.06, 0.38, 0.28, 0.39, -1.39, 0.22, -0.39, 0.01, 0.04, 0.19, -0.26, 0.12, 0.41, 0.43, 0.37, -0.04, 0.50, -1.70, 1.44, 0.49, -0.29, 0.53, -0.65, -0.40, 0.39, 0.40, 0.42, -0.42, 0.13, -0.39, -1.79, 1.37, 0.57, -0.29, 0.67, -0.71, -0.31, 0.37, 0.42, 0.39, -0.58, 0.34, -0.50, -1.41, 0.34, -0.59, -0.28, -0.09, -0.73, -0.33, 0.26, 0.29, 0.45, 0.35, 0.51, 0.27, -1.57, 0.30, -0.62, -0.13, -0.27, -0.11, 0.09, 0.30, 0.32, 0.50, 0.26, 0.36, 0.34, -1.72, 2.42, -0.41, -0.39, 0.65, -0.63, -0.44, 0.49, 0.32, 0.19, -1.06, 0.42, 0.23, -1.58, 0.25, -0.57, 0.01, -0.29, 0.67, -0.27, 0.29, 0.39, 0.42, 0.34, 0.40, 0.33, -1.41, 1.08, -0.89, 0.18, -0.68, 0.38, -0.40, 0.36, 0.44, 0.14, -0.27, 0.40, 0.30, -1.42, 0.35, -0.58, -0.16, 0.37, -0.28, -0.29, 0.40, 0.35, 0.36, 0.28, 0.33, 0.33, -1.55, 0.26, -0.59, -0.25, 0.27, -0.19, -0.09, 0.30, 0.33, 0.44, 0.20, 0.38, 0.34]
}